No. 1
The following is a quantum chemistry calculation of 3 unconnected molecules or ions with the total composition C20H54BFN7O4P2 in a non-equilibrium geometry, from the Open Molecules 2025 dataset.

Geometry as XYZ:
```
89
C20H54BFN7O4P2 (wB97M-V/def2-TZVPD)
C 2.977 -0.766 1.988
C 2.961 -0.388 0.746
N 3.088 1.044 0.339
F 2.825 1.044 -1.022
C 2.108 1.937 1.014
C 0.683 1.273 0.943
C -0.388 2.399 0.919
C -0.645 2.975 2.333
C -1.743 1.812 0.417
C 4.534 1.431 0.502
B 4.804 2.960 0.947
O 5.133 3.979 0.095
O 4.728 3.245 2.313
H 3.411 -0.192 2.811
H 2.464 -1.705 2.254
H 2.903 -1.142 -0.036
H 2.309 2.060 2.082
H 1.978 2.889 0.487
H 0.537 0.703 0.018
H 0.532 0.650 1.829
H -0.072 3.226 0.263
H -1.254 2.284 2.932
H -1.234 3.898 2.236
H 0.278 3.252 2.866
H -1.881 1.963 -0.660
H -1.756 0.731 0.619
H -2.564 2.324 0.926
H 5.080 0.751 1.164
H 5.002 1.293 -0.485
H 4.433 4.654 0.129
H 5.524 2.908 2.757
O 2.650 -4.001 2.105
P 3.488 -5.186 1.624
N 2.150 -6.139 1.099
C 1.963 -7.570 1.197
C 1.410 -5.602 -0.042
N 4.047 -5.630 3.221
C 3.410 -6.692 3.989
C 4.221 -4.491 4.126
N 4.673 -6.225 0.930
C 4.805 -6.142 -0.525
C 5.368 -7.357 1.504
H 2.481 -8.128 0.403
H 0.900 -7.809 1.125
H 2.271 -7.975 2.155
H 1.961 -5.734 -0.982
H 1.215 -4.535 0.088
H 0.438 -6.084 -0.151
H 2.330 -6.534 4.102
H 3.852 -6.754 4.986
H 3.590 -7.676 3.559
H 3.269 -4.157 4.556
H 4.677 -3.645 3.612
H 4.884 -4.763 4.951
H 4.198 -6.904 -1.028
H 5.842 -6.266 -0.841
H 4.486 -5.163 -0.887
H 4.710 -8.221 1.632
H 5.837 -7.113 2.455
H 6.184 -7.680 0.852
O -3.689 3.323 -1.638
P -4.484 4.262 -2.539
N -5.799 4.480 -1.443
C -7.211 4.593 -1.733
C -5.470 5.191 -0.208
N -4.812 3.054 -3.764
C -6.073 2.328 -3.805
C -3.742 2.066 -3.922
N -5.012 5.491 -3.626
C -4.794 6.864 -3.172
C -5.875 5.400 -4.782
H -7.507 5.602 -2.055
H -7.793 4.351 -0.840
H -7.549 3.883 -2.481
H -5.344 6.268 -0.380
H -4.544 4.808 0.225
H -6.245 5.058 0.548
H -6.300 1.833 -2.852
H -6.045 1.565 -4.586
H -6.908 2.967 -4.091
H -3.780 1.289 -3.148
H -2.761 2.538 -3.880
H -3.823 1.575 -4.895
H -5.682 7.269 -2.671
H -4.538 7.525 -4.002
H -3.959 6.911 -2.469
H -6.918 5.223 -4.504
H -5.549 4.631 -5.480
H -5.859 6.334 -5.349
```

The HOMO energy comes out at -9.6 eV. For the LUMO energy, the calculation gives -2.56 eV. Its total charge is +1. The frontier orbital gap comes out at 7.05 eV. Its total energy is -62196.335 eV.



No. 2
The following is a quantum chemistry calculation of 5 unconnected molecules or ions with the total composition C20H54N4O7 in a non-equilibrium geometry, from the Open Molecules 2025 dataset.

Geometry as XYZ:
```
85
C20H54N4O7 (wB97M-V/def2-TZVPD)
C -14.932 -28.466 -12.511
O -14.832 -29.856 -12.837
C -14.187 -30.757 -11.990
C -15.191 -31.159 -10.853
N -16.475 -31.591 -11.373
C -17.637 -30.992 -10.745
C -18.964 -31.281 -11.598
O -18.909 -31.109 -12.997
C -19.792 -32.021 -13.739
H -15.936 -28.348 -12.104
H -14.705 -27.766 -13.315
H -14.257 -28.137 -11.721
H -13.337 -30.317 -11.469
H -13.886 -31.611 -12.597
H -15.385 -30.362 -10.135
H -14.834 -32.005 -10.266
H -16.534 -31.331 -12.347
H -17.450 -29.924 -10.639
H -17.735 -31.236 -9.687
H -19.872 -30.754 -11.305
H -19.173 -32.350 -11.549
H -19.385 -31.855 -14.736
H -20.853 -31.807 -13.607
H -19.685 -33.105 -13.739
C -24.698 -22.765 -16.969
C -23.328 -22.990 -17.610
O -22.393 -23.572 -16.706
O -25.398 -23.937 -16.573
H -25.358 -22.227 -17.650
H -24.661 -22.279 -15.994
H -23.006 -22.018 -17.984
H -23.408 -23.684 -18.448
H -22.745 -24.448 -16.533
H -24.645 -24.407 -16.208
C -21.885 -29.950 -18.361
C -23.458 -29.953 -18.305
C -24.101 -29.105 -19.422
O -24.526 -27.893 -18.803
C -24.773 -26.904 -19.757
N -23.753 -31.413 -18.487
H -21.686 -28.946 -17.984
H -21.457 -30.254 -19.316
H -21.604 -30.796 -17.733
H -23.870 -29.780 -17.310
H -24.934 -29.628 -19.890
H -23.290 -28.818 -20.092
H -25.015 -25.962 -19.263
H -25.645 -27.131 -20.372
H -23.910 -26.658 -20.376
H -23.437 -31.729 -19.393
H -24.744 -31.601 -18.453
C -15.220 -25.182 -15.121
C -16.300 -24.797 -14.093
C -17.617 -25.607 -14.072
O -18.569 -25.198 -13.084
C -19.568 -26.218 -12.865
N -15.732 -24.679 -12.779
H -15.429 -24.789 -16.116
H -15.180 -26.270 -15.166
H -14.232 -24.792 -14.880
H -16.653 -23.772 -14.210
H -17.180 -26.565 -13.789
H -18.223 -25.804 -14.955
H -20.200 -26.068 -11.990
H -19.203 -27.245 -12.901
H -20.253 -25.982 -13.679
H -15.007 -23.993 -12.929
H -16.449 -24.301 -12.177
C -25.184 -27.115 -15.752
C -23.839 -26.778 -15.045
C -23.581 -28.022 -14.119
O -22.335 -27.939 -13.506
C -21.935 -29.160 -12.919
N -22.808 -26.425 -16.077
H -25.211 -28.140 -16.123
H -25.437 -26.540 -16.642
H -26.075 -27.109 -15.123
H -23.937 -25.918 -14.383
H -23.564 -28.881 -14.790
H -24.285 -28.054 -13.288
H -22.565 -29.706 -12.217
H -21.085 -28.752 -12.372
H -21.599 -29.852 -13.692
H -22.019 -26.834 -15.597
H -22.934 -27.099 -16.819
```

The HOMO energy comes out at -8.5 eV. For the LUMO energy, the calculation gives 0.69 eV. The frontier orbital gap comes out at 9.14 eV. Its total energy is -41901.727 eV.



No. 3
The following is a quantum chemistry calculation of a molecular structure, C20H55AsCs2F6NO9 in a non-equilibrium geometry, from the Open Molecules 2025 dataset.

Geometry as XYZ:
```
94
C20H55AsCs2F6NO9 (wB97M-V/def2-TZVPD)
Cs -0.034 1.141 -4.997
Cs -0.607 5.001 -0.559
As -0.321 1.098 -0.544
F -0.182 1.510 -2.311
F -1.437 -0.188 -1.004
F -0.510 0.818 1.233
F 0.813 2.496 -0.305
F -1.737 2.212 -0.461
F 1.075 0.029 -0.556
C 3.588 -2.537 -4.414
C 2.838 -3.446 -3.393
C 3.752 -3.840 -2.141
O 4.152 -2.705 -1.309
C 4.763 -2.974 -0.099
N 1.590 -2.826 -2.908
H 2.942 -1.791 -4.878
H 3.874 -3.171 -5.253
H 4.477 -2.226 -3.866
H 2.545 -4.318 -3.978
H 4.575 -4.458 -2.502
H 3.107 -4.375 -1.444
H 4.854 -2.056 0.481
H 5.649 -3.596 -0.231
H 4.172 -3.559 0.606
H 1.863 -1.965 -2.456
H 1.207 -3.496 -2.257
C -2.387 2.898 4.181
C -1.257 3.478 3.314
C 0.075 2.739 3.623
O -1.703 3.294 1.979
H -2.687 1.951 3.733
H -3.257 3.553 4.167
H -2.145 2.709 5.227
H -1.222 4.559 3.453
H 0.786 3.060 4.385
H 0.562 2.859 2.656
H -0.194 1.697 3.796
H -1.749 2.356 1.779
C -5.938 0.742 0.061
C -4.580 0.409 0.540
C -4.181 1.445 1.593
O -4.514 -0.785 1.237
H -6.238 0.302 -0.890
H -5.975 1.810 -0.153
H -6.774 0.622 0.750
H -3.893 0.431 -0.306
H -3.118 1.296 1.781
H -4.753 1.390 2.519
H -4.262 2.484 1.276
H -3.793 -1.300 0.867
C -0.669 -3.518 0.344
C -2.193 -3.684 0.352
C -2.699 -3.950 1.811
O -2.656 -2.378 0.038
H -0.309 -3.246 -0.649
H -0.152 -4.457 0.540
H -0.293 -2.789 1.062
H -2.561 -4.445 -0.337
H -3.777 -3.798 1.747
H -2.298 -3.215 2.509
H -2.572 -4.956 2.212
H -2.295 -2.042 -0.785
C 2.960 -0.255 1.929
C 4.299 -0.205 2.611
C 4.334 0.609 3.915
O 4.722 -1.518 2.930
H 3.003 -0.774 0.972
H 2.684 0.799 1.912
H 2.239 -0.664 2.637
H 5.154 0.165 2.046
H 5.323 0.669 4.367
H 3.642 0.247 4.676
H 4.135 1.646 3.645
H 4.922 -1.648 3.860
C -4.084 0.165 -3.593
C -4.453 -1.291 -3.464
O -5.117 -1.701 -4.643
O -3.127 0.290 -4.646
H -3.578 0.526 -2.697
H -4.908 0.827 -3.858
H -5.138 -1.150 -2.627
H -3.623 -1.960 -3.236
H -5.803 -2.362 -4.526
H -3.382 -0.352 -5.313
C 3.740 5.318 -0.774
C 3.705 3.809 -0.639
O 2.938 3.529 0.504
O 2.579 5.771 -1.393
H 4.593 5.677 -1.349
H 3.880 5.900 0.137
H 4.700 3.450 -0.376
H 3.449 3.359 -1.598
H 2.226 3.052 0.072
H 2.650 5.778 -2.350
```

The HOMO energy comes out at -11.0 eV. For the LUMO energy, the calculation gives -3.25 eV. Its total charge is +1. The frontier orbital gap comes out at 7.78 eV. Its total energy is -119785.764 eV.



No. 4
The following is a quantum chemistry calculation of a molecular structure, C20H55F6NO16S2Sr2 in a non-equilibrium geometry, from the Open Molecules 2025 dataset.

Geometry as XYZ:
```
102
C20H55F6NO16S2Sr2 (wB97M-V/def2-TZVPD)
Sr 0.615 -3.960 2.308
Sr -1.375 1.364 3.684
C 1.347 -0.304 0.131
F 0.368 -1.098 -0.331
F 2.439 -0.726 -0.470
F 1.137 0.935 -0.265
S 1.432 -0.440 2.010
O 2.406 0.517 2.429
O 0.047 -0.131 2.334
O 1.720 -1.851 2.252
C -2.874 -3.140 5.206
F -2.852 -4.466 5.048
F -4.077 -2.778 5.564
F -1.980 -2.865 6.156
S -2.328 -2.243 3.601
O -3.254 -2.540 2.577
O -2.206 -0.830 3.999
O -1.003 -2.817 3.402
C -3.038 0.406 0.798
O -3.136 1.476 1.775
H -3.128 -0.479 1.426
H -3.800 0.382 0.033
H -2.020 0.405 0.400
H -3.530 2.252 1.365
C 1.222 3.442 2.727
O -0.213 3.327 2.711
H 1.727 3.111 1.814
H 1.609 4.411 3.059
H 1.503 2.694 3.465
H -0.426 3.889 1.945
C 4.444 -1.330 4.759
O 3.498 -2.302 5.272
H 5.492 -1.392 5.000
H 4.278 -1.417 3.695
H 4.077 -0.317 4.975
H 3.902 -2.996 5.797
C 0.726 -0.248 5.959
O 0.257 1.077 5.607
H -0.157 -0.889 5.856
H 1.493 -0.554 5.230
H 1.159 -0.296 6.985
H 0.507 1.791 6.175
C 3.551 2.369 -2.592
O 3.312 3.261 -1.528
H 2.693 2.414 -3.264
H 4.486 2.585 -3.113
H 3.622 1.340 -2.202
H 3.974 3.123 -0.832
C 0.301 4.188 -0.971
O -0.352 4.495 0.299
H -0.098 4.772 -1.780
H 1.365 4.359 -0.866
H 0.093 3.121 -1.091
H -0.640 5.412 0.312
C 1.796 -4.217 -1.150
O 2.218 -3.964 0.219
H 1.421 -5.221 -1.003
H 0.962 -3.567 -1.439
H 2.578 -4.250 -1.931
H 2.753 -3.153 0.266
C 4.800 2.953 2.350
O 4.161 2.445 1.107
H 4.141 2.921 3.218
H 5.726 2.386 2.571
H 5.080 3.984 2.110
H 3.927 1.514 1.201
C -1.726 -4.108 -0.049
O -0.986 -5.185 0.578
H -2.076 -4.357 -1.068
H -2.471 -3.719 0.622
H -0.926 -3.374 -0.182
H -1.367 -6.057 0.419
C -2.720 1.332 -2.508
C -2.495 1.343 -4.040
C -1.104 1.832 -4.546
C -0.026 0.799 -4.303
C -0.347 -0.533 -4.894
C -1.737 -1.076 -4.546
N -2.691 0.027 -4.693
O -4.024 -0.417 -4.588
C -1.950 -2.150 -5.635
C -1.750 -1.794 -3.169
C -3.520 2.331 -4.664
H -1.805 0.892 -2.066
H -3.589 0.731 -2.237
H -2.800 2.315 -2.034
H -1.178 1.968 -5.625
H -0.843 2.785 -4.093
H 0.278 0.568 -3.264
H 0.859 1.217 -4.803
H 0.468 -1.234 -4.731
H -0.443 -0.439 -5.968
H -2.961 -2.602 -5.532
H -1.830 -1.689 -6.633
H -1.173 -2.886 -5.455
H -1.474 -1.119 -2.380
H -2.774 -2.108 -2.912
H -1.138 -2.675 -3.254
H -3.475 2.321 -5.767
H -3.325 3.333 -4.262
H -4.541 2.077 -4.382
H -4.216 -0.692 -3.693
```

The HOMO energy comes out at -12.1 eV. For the LUMO energy, the calculation gives -5.44 eV. Its total charge is +2. The frontier orbital gap comes out at 6.68 eV. Its total energy is -95518.511 eV.



No. 5
The following is a quantum chemistry calculation of a molecular structure, C20H55N4O6Y in a non-equilibrium geometry, from the Open Molecules 2025 dataset.

Geometry as XYZ:
```
86
C20H55N4O6Y (wB97M-V/def2-TZVPD)
Y 0.108 -0.597 -0.267
C 1.567 -3.166 3.320
C 0.404 -3.137 2.307
C -0.961 -3.088 2.990
O 0.564 -2.075 1.426
H 2.458 -3.498 2.773
H 1.423 -3.876 4.134
H 1.801 -2.167 3.703
H 0.481 -4.122 1.798
H -1.003 -2.221 3.658
H -1.149 -3.999 3.557
H -1.738 -2.998 2.228
C 3.497 -1.340 0.206
O 2.489 -0.566 -0.517
H 4.434 -0.784 0.214
H 3.168 -1.449 1.233
H 3.634 -2.306 -0.261
H 2.952 -0.017 -1.162
C -4.147 0.373 1.356
C -2.902 -0.364 0.904
C -3.121 -1.346 -0.211
O -1.869 -2.046 -0.327
C -1.965 -3.401 -0.624
N -1.828 0.604 0.479
H -4.871 -0.297 1.810
H -4.627 0.848 0.486
H -3.890 1.198 2.019
H -2.473 -0.840 1.792
H -3.348 -0.845 -1.164
H -3.941 -2.020 0.036
H -2.626 -3.930 0.067
H -0.980 -3.860 -0.528
H -2.304 -3.580 -1.653
H -2.305 1.332 -0.072
H -1.542 1.168 1.293
C 1.065 1.234 4.605
C 0.236 1.336 3.341
C 0.022 2.820 3.025
O -0.966 2.974 1.979
C -1.578 4.263 1.937
N 0.831 0.577 2.202
H 2.041 1.708 4.442
H 1.337 0.191 4.791
H 0.550 1.655 5.461
H -0.766 0.917 3.508
H 0.965 3.269 2.680
H -0.349 3.272 3.946
H -2.468 4.164 1.320
H -0.880 5.039 1.622
H -1.934 4.548 2.938
H 0.922 -0.411 2.482
H 1.803 0.891 2.102
C 0.638 4.264 -1.048
C 0.643 2.831 -1.478
C 1.695 2.709 -2.562
O 1.845 1.377 -3.019
C 2.710 1.297 -4.168
N 0.930 1.910 -0.329
H 0.527 4.974 -1.872
H 1.502 4.541 -0.435
H -0.215 4.485 -0.390
H -0.322 2.642 -1.949
H 2.666 3.102 -2.210
H 1.392 3.415 -3.351
H 3.668 1.797 -3.952
H 2.259 1.795 -5.024
H 2.960 0.255 -4.339
H 0.286 2.226 0.405
H 1.855 2.222 -0.032
C -1.401 -0.625 -4.653
C -0.878 -1.114 -3.317
C 0.411 -1.897 -3.338
O 0.690 -2.191 -1.932
C 1.630 -3.280 -1.857
N -0.717 0.058 -2.361
H -2.298 -0.011 -4.510
H -1.747 -1.435 -5.296
H -0.658 -0.008 -5.165
H -1.661 -1.705 -2.835
H 1.268 -1.478 -3.860
H 0.066 -2.841 -3.772
H 2.596 -2.930 -2.222
H 1.241 -4.152 -2.372
H 1.753 -3.540 -0.804
H -0.006 0.625 -2.867
H -1.546 0.650 -2.469
```

The HOMO energy comes out at -13.7 eV. For the LUMO energy, the calculation gives -4.65 eV. Its total charge is +2. The frontier orbital gap comes out at 9.09 eV. Its total energy is -40911.263 eV.